C13H44O12 | ωB97M-V/def2-TZVPD

The calculation puts the total energy at -1424.42597 Ha. The HOMO energy is -9.37 eV. Its SMILES is COCCOC.COCCOC.COCCOC.CO.O.O.O.O.O. For the orbital gap, the calculation gives 9.8 eV.

CARTESIAN COORDINATES (ANGSTROEM)
C  0.67  8.36  -17.72
O  -0.48  8.20  -18.53
C  -1.15  9.40  -18.87
C  -0.48  10.23  -19.94
O  -1.18  11.44  -20.04
C  -1.16  11.97  -21.35
H  0.40  8.69  -16.70
H  1.42  9.03  -18.15
H  1.13  7.38  -17.59
H  -1.28  10.01  -17.96
H  -2.19  9.17  -19.10
H  -0.46  9.75  -20.93
H  0.57  10.41  -19.66
H  -0.14  12.07  -21.74
H  -1.68  12.91  -21.39
H  -1.72  11.27  -22.00
C  -7.26  12.73  -24.42
O  -8.00  12.20  -23.32
C  -9.01  11.30  -23.71
C  -8.79  9.87  -23.28
O  -8.83  9.79  -21.86
C  -8.97  8.50  -21.41
H  -7.93  13.17  -25.16
H  -6.57  12.00  -24.85
H  -6.63  13.52  -24.01
H  -9.17  11.23  -24.79
H  -9.93  11.59  -23.21
H  -7.88  9.41  -23.66
H  -9.67  9.33  -23.66
H  -7.99  8.02  -21.26
H  -9.57  7.87  -22.07
H  -9.44  8.55  -20.42
C  -5.85  5.83  -24.73
O  -5.41  6.84  -25.59
C  -5.90  8.12  -25.25
C  -5.24  9.15  -26.13
O  -5.73  9.01  -27.45
C  -5.35  10.07  -28.25
H  -5.23  4.96  -24.92
H  -6.90  5.56  -24.90
H  -5.71  6.10  -23.68
H  -5.64  8.36  -24.20
H  -6.99  8.19  -25.40
H  -4.16  8.97  -26.08
H  -5.50  10.15  -25.76
H  -5.64  9.89  -29.29
H  -4.26  10.19  -28.26
H  -5.84  11.01  -27.95
O  -2.28  6.34  -17.49
H  -1.57  6.95  -17.79
H  -2.27  5.62  -18.12
O  -5.75  11.11  -21.90
H  -6.28  10.74  -21.18
H  -6.37  11.68  -22.37
O  -5.32  6.81  -17.15
H  -4.52  6.36  -16.82
H  -5.43  7.59  -16.59
O  -2.32  8.52  -23.05
H  -1.37  8.62  -22.87
H  -2.73  8.47  -22.18
O  -7.34  5.59  -18.72
H  -7.05  4.67  -18.74
H  -6.62  6.05  -18.23
C  -4.68  8.40  -19.71
O  -5.44  7.42  -20.37
H  -3.88  7.93  -19.12
H  -4.24  9.13  -20.39
H  -5.29  9.01  -19.03
H  -6.02  7.05  -19.69

natural (NBO) atomic charge list, values in e, 8 entries: -0.257, -0.562, -0.088, -0.080, -0.539, -0.253, 0.176, 0.178

---

CH2O2 | ωB97M-V/def2-TZVPD

The calculation puts the total energy at -189.77626 Ha. Its energy above the lowest of the compared OMol25 structures with the same formula, charge and spin is 7.82 kcal per mole. The HOMO energy is -10.88 eV. Its SMILES is O=CO. For the orbital gap, the calculation gives 11.7 eV.

CARTESIAN COORDINATES (ANGSTROEM)
C  0.27  0.33  -0.02
H  -0.95  -1.21  0.08
H  0.41  1.49  0.01
O  -0.99  -0.20  -0.04
O  1.26  -0.42  -0.03

Per-atom natural (NBO) charges, elementary charge units: 0.627, 0.507, 0.151, -0.694, -0.592

---

C33H25BaCl3O9P | ωB97M-V/def2-TZVPD

The net charge is -1. The calculation puts the total energy at -3697.35704 Ha. The HOMO energy is -3.80 eV. For the orbital gap, the calculation gives 5.9 eV.

CARTESIAN COORDINATES (ANGSTROEM)
Ba  -0.31  -0.65  -0.38
Cl  0.87  -0.23  2.65
C  2.58  -0.39  2.03
Cl  2.88  0.16  0.36
H  2.82  -1.44  2.09
H  3.19  0.23  2.68
O  -0.70  4.51  -4.05
C  -0.71  3.51  -3.37
C  -0.77  3.45  -1.85
O  -1.12  4.36  -1.11
C  -0.33  2.09  -1.45
C  -0.33  1.24  -2.63
O  -0.11  -0.04  -2.69
C  -0.65  2.05  -3.83
O  -0.83  1.65  -4.97
O  -0.05  1.78  -0.24
C  2.22  -5.27  -1.43
C  3.06  -5.03  -0.21
C  4.44  -4.85  -0.40
C  5.30  -4.64  0.66
Cl  7.02  -4.43  0.35
C  4.82  -4.59  1.95
C  3.46  -4.75  2.16
C  2.59  -4.97  1.11
O  1.30  -5.19  1.53
C  0.10  -4.88  0.82
C  -0.05  -3.41  0.46
O  1.01  -2.71  0.43
O  -1.25  -3.04  0.19
H  2.85  -5.27  -2.32
H  1.46  -4.51  -1.59
H  1.72  -6.24  -1.39
H  4.83  -4.87  -1.41
H  5.50  -4.42  2.78
H  3.04  -4.71  3.16
H  -0.69  -5.15  1.52
H  -0.03  -5.49  -0.07
O  -2.60  -0.10  0.17
P  -4.12  0.01  0.05
C  -4.82  -1.35  -0.87
C  -3.98  -2.03  -1.75
C  -4.46  -3.09  -2.50
C  -5.78  -3.48  -2.38
C  -6.63  -2.81  -1.51
C  -6.15  -1.75  -0.75
C  -4.88  -0.04  1.66
C  -4.27  -0.81  2.66
C  -4.84  -0.88  3.92
C  -6.01  -0.19  4.20
C  -6.61  0.59  3.22
C  -6.05  0.66  1.95
C  -4.58  1.52  -0.75
C  -5.60  1.61  -1.70
C  -5.87  2.83  -2.31
C  -5.12  3.95  -1.98
C  -4.09  3.86  -1.05
C  -3.82  2.66  -0.43
H  -2.94  -1.75  -1.86
H  -3.79  -3.61  -3.18
H  -6.15  -4.31  -2.97
H  -7.66  -3.12  -1.42
H  -6.82  -1.25  -0.06
H  -3.35  -1.35  2.44
H  -4.36  -1.48  4.69
H  -6.44  -0.24  5.19
H  -7.52  1.14  3.45
H  -6.50  1.29  1.19
H  -6.16  0.73  -1.99
H  -6.65  2.90  -3.06
H  -5.31  4.89  -2.48
H  -3.45  4.71  -0.84
H  -2.97  2.59  0.25

Mulliken atomic charge list, values in e, 8 entries: 1.039, -0.085, -0.014, -0.070, -0.021, 0.354, -0.634, 0.511

---

C2H5ClOS | ωB97M-V/def2-TZVPD

The calculation puts the total energy at -1012.72750 Ha. Its energy above the lowest of the compared OMol25 structures with the same formula, charge and spin is 50.83 kcal per mole. The HOMO energy is -9.05 eV. For the orbital gap, the calculation gives 8.9 eV.

CARTESIAN COORDINATES (ANGSTROEM)
C  -0.21  -1.72  -0.94
C  -1.24  -0.75  -1.05
O  -0.19  1.72  1.74
S  -1.03  0.77  -1.63
Cl  1.50  -1.35  -1.61
H  -0.51  -2.64  -1.44
H  -0.06  -1.93  0.12
H  0.66  1.47  2.14
H  -0.01  2.37  1.07
H  0.31  0.80  -1.96

natural (NBO) atomic charge list, values in e, 8 entries: -0.490, -0.211, -0.940, 0.257, -0.181, 0.263, 0.272, 0.471

---

Please write out number 2 again, unchanged.
CH2O2 | ωB97M-V/def2-TZVPD

The calculation puts the total energy at -189.77626 Ha. Its energy above the lowest of the compared OMol25 structures with the same formula, charge and spin is 7.82 kcal per mole. The HOMO energy is -10.88 eV. Its SMILES is O=CO. For the orbital gap, the calculation gives 11.7 eV.

CARTESIAN COORDINATES (ANGSTROEM)
C  0.27  0.33  -0.02
H  -0.95  -1.21  0.08
H  0.41  1.49  0.01
O  -0.99  -0.20  -0.04
O  1.26  -0.42  -0.03

Per-atom natural (NBO) charges, elementary charge units: 0.627, 0.507, 0.151, -0.694, -0.592